(1)
{"formula": "C37H69As3BHfN6O5", "method": "ωB97M-V with the def2-TZVPD basis set", "total_charge": 1, "fmax_ha_per_bohr": 0.0942, "relative_energy_kj_mol": 396.0, "mol_weight_g_mol": 1092.06, "species": ["Hf", "C", "C", "C", "C", "N", "N", "B", "N", "N", "C", "C", "C", "C", "C", "C", "C", "C", "N", "N", "C", "C", "C", "C", "C", "C", "C", "C", "C", "C", "C", "C", "H", "H", "H", "H", "H", "H", "H", "H", "H", "H", "H", "H", "H", "H", "H", "H", "H", "H", "H", "H", "H", "H", "H", "H", "H", "H", "H", "H", "H", "H", "H", "H", "H", "H", "H", "H", "H", "H", "H", "H", "O", "C", "O", "C", "O", "O", "C", "As", "C", "C", "C", "C", "C", "As", "C", "C", "C", "As", "C", "C", "H", "H", "H", "H", "H", "H", "H", "H", "H", "H", "H", "H", "H", "H", "H", "H", "H", "H", "H", "H", "H", "H", "H", "H", "H", "H", "H", "O", "H", "H"], "positions_angstrom": [[-10.58675, 15.10142, 8.90918], [-7.26953, 14.73041, 11.82378], [-8.78982, 14.78866, 11.67556], [-9.54688, 15.57881, 12.57035], [-10.87382, 15.61778, 12.16581], [-11.01462, 14.84194, 11.04676], [-9.69048, 14.25732, 10.73771], [-9.63721, 12.92345, 10.06781], [-10.84229, 12.74437, 8.94751], [-12.11208, 13.45986, 8.86559], [-12.85076, 12.85835, 7.89746], [-12.05275, 11.79559, 7.32674], [-10.92992, 11.61323, 8.12338], [-10.07992, 10.41710, 8.11481], [-14.33230, 13.15188, 7.64774], [-15.29984, 12.38341, 8.66415], [-14.51114, 14.64228, 7.48254], [-14.71644, 12.43674, 6.28870], [-8.38270, 12.81758, 9.07253], [-8.24916, 13.97374, 8.28152], [-7.00252, 14.03591, 7.90228], [-6.20751, 13.09239, 8.59207], [-7.11887, 12.26360, 9.26664], [-6.86765, 10.93013, 9.85028], [-6.44787, 15.11502, 7.01442], [-5.38961, 14.54345, 6.12486], [-7.44262, 15.80838, 6.08778], [-5.93503, 16.08915, 8.02148], [-11.99948, 16.35903, 12.84972], [-11.65192, 16.53994, 14.36694], [-13.30879, 15.58313, 12.70985], [-12.11514, 17.77652, 12.28045], [-6.74069, 15.28115, 11.02945], [-7.07926, 13.64611, 11.82275], [-7.06533, 15.28346, 12.73953], [-9.18410, 16.14583, 13.42941], [-9.56792, 11.89360, 10.70573], [-12.36397, 11.09065, 6.56428], [-10.55972, 9.74839, 7.40914], [-10.10668, 9.94286, 9.09064], [-9.05949, 10.56163, 7.81141], [-15.20876, 12.77790, 9.66352], [-15.12649, 11.31110, 8.63360], [-16.34178, 12.50575, 8.23959], [-15.50136, 14.83748, 7.88701], [-14.40352, 14.99601, 6.36931], [-13.67638, 15.20210, 7.99378], [-14.72959, 11.33270, 6.49940], [-13.97022, 12.52531, 5.49451], [-15.71963, 12.69627, 5.86238], [-5.16005, 13.03034, 8.34509], [-7.09327, 10.96378, 10.94325], [-5.86684, 10.64879, 9.65697], [-7.47573, 10.15822, 9.33261], [-5.86900, 13.86580, 5.33753], [-4.60698, 14.07541, 6.70120], [-4.91491, 15.38713, 5.51602], [-7.64202, 15.14302, 5.22733], [-6.93743, 16.73138, 5.76757], [-8.39733, 16.06646, 6.56592], [-5.15440, 15.61202, 8.63157], [-6.73500, 16.46068, 8.67042], [-5.45150, 16.93685, 7.47201], [-11.18471, 15.59611, 14.71762], [-12.53343, 16.76631, 14.98073], [-10.85131, 17.26081, 14.50946], [-13.30797, 14.51426, 13.02559], [-13.73935, 15.58867, 11.70680], [-14.12864, 16.01921, 13.32087], [-11.09583, 18.20147, 12.20798], [-12.68897, 18.43563, 13.02099], [-12.59291, 18.47626, 10.49093], [-9.07068, 18.84669, 8.37149], [-9.84245, 17.93804, 8.58730], [-9.42081, 16.73556, 9.09300], [-11.27186, 17.86612, 8.21642], [-12.80982, 17.73974, 11.07863], [-11.87803, 16.73654, 8.53644], [-14.77751, 19.33005, 1.79360], [-13.49859, 20.47086, 2.76903], [-14.14044, 22.25630, 2.12946], [-14.16921, 20.62267, 4.79659], [-14.74642, 19.36126, 5.54870], [-14.50137, 18.05828, 4.74470], [-14.05149, 19.29530, 6.91975], [-12.00291, 19.41272, 7.23913], [-11.23397, 21.13471, 7.91924], [-11.12949, 19.14505, 5.44659], [-16.34039, 19.42441, 5.75864], [-17.72267, 20.73787, 5.11419], [-19.22650, 19.56894, 4.52506], [-18.46979, 21.48090, 6.90998], [-15.79228, 19.41049, 2.19449], [-14.45304, 18.29562, 1.86331], [-14.69766, 19.78095, 0.83612], [-13.28395, 22.62934, 1.54209], [-14.32167, 22.96324, 2.98409], [-14.97030, 22.09081, 1.49001], [-14.81713, 21.50222, 4.91318], [-13.20195, 20.84300, 5.29117], [-13.45400, 17.94088, 4.50467], [-15.12350, 18.09784, 3.82877], [-14.75016, 17.19666, 5.34632], [-14.44719, 18.41803, 7.42738], [-14.34694, 20.15250, 7.53175], [-11.77123, 21.52395, 8.78215], [-11.13361, 21.82668, 7.08913], [-10.31331, 20.83450, 8.36795], [-10.07898, 18.91570, 5.73072], [-11.13606, 20.05703, 4.88360], [-11.59545, 18.27278, 4.92903], [-16.54149, 19.26902, 6.81304], [-16.78232, 18.56132, 5.25005], [-18.95526, 19.03761, 3.61661], [-20.11246, 20.22541, 4.38760], [-19.52254, 18.81711, 5.26877], [-17.96706, 22.48914, 7.03605], [-18.35316, 20.71676, 7.69307], [-19.49493, 21.60049, 6.56295], [-10.67875, 14.63706, 6.77725], [-10.49105, 13.67419, 6.58833], [-11.45174, 14.92859, 6.26888]]}


(2)
{"formula": "C20H45Br2F3N2O8SSi2", "method": "ωB97M-V with the def2-TZVPD basis set", "fmax_ha_per_bohr": 0.0359, "mol_weight_g_mol": 746.63, "species": ["C", "C", "O", "O", "C", "Si", "C", "C", "C", "C", "N", "O", "Si", "C", "C", "C", "C", "F", "Br", "C", "F", "F", "Br", "C", "C", "O", "C", "N", "S", "C", "O", "O", "H", "H", "H", "H", "H", "H", "H", "H", "H", "H", "H", "H", "H", "H", "H", "H", "H", "H", "H", "H", "H", "H", "H", "H", "H", "H", "H", "H", "H", "H", "H", "H", "H", "C", "C", "O", "H", "H", "H", "H", "H", "H", "C", "C", "O", "H", "H", "H", "H", "H", "H"], "positions_angstrom": [[3.31193, -3.75337, -0.94355], [3.54038, -2.30969, -0.59868], [3.36118, -1.84601, 0.50589], [3.93851, -1.59593, -1.66798], [4.41497, -0.26250, -1.38176], [3.04887, 1.00357, -1.70146], [3.63819, 2.70340, -1.19530], [5.16235, 2.78936, -1.43224], [5.68236, 4.22316, -1.52148], [6.97641, 4.25895, -2.32078], [7.76976, 5.46363, -2.02768], [1.71924, 0.44307, -0.90449], [0.20333, 1.17212, -0.98129], [0.18422, 2.82322, -1.85658], [-0.30486, 1.51948, 0.80555], [-1.15331, 0.42048, 1.42999], [-1.74986, 0.83915, 2.76513], [-0.90252, 1.62299, 3.47623], [-3.34441, 1.94089, 2.36266], [-2.20431, -0.34139, 3.69266], [-1.20209, -0.57246, 4.59217], [-3.32063, -0.03958, 4.42182], [-2.59327, -1.97735, 2.73770], [-0.96838, -0.08463, -1.75949], [-2.10983, 0.50306, -2.61411], [-3.30660, 0.59408, -1.84125], [-2.48208, -0.44336, -3.75818], [-2.80565, -1.79601, -3.36017], [2.87848, 1.05326, -3.91716], [1.41441, 0.27153, -4.54285], [2.89673, 2.44793, -4.31895], [3.99986, 0.27465, -4.41367], [3.92110, -4.04308, -1.79061], [2.27753, -3.83715, -1.26957], [3.47602, -4.37146, -0.07545], [5.23551, -0.08878, -2.06854], [4.79908, -0.18257, -0.36999], [3.37426, 2.93546, -0.16768], [3.19809, 3.42699, -1.87706], [5.70800, 2.24530, -0.66640], [5.37582, 2.29460, -2.38258], [5.95691, 4.55099, -0.52262], [4.94862, 4.88864, -1.96169], [6.76190, 4.19701, -3.38832], [7.58508, 3.38906, -2.08643], [8.75526, 5.25689, -2.02189], [7.63045, 6.16409, -2.73901], [0.39872, 2.81321, -2.92029], [0.81447, 3.54046, -1.34091], [-0.83391, 3.19971, -1.74919], [0.55735, 1.77590, 1.41260], [-0.91570, 2.42506, 0.74896], [-1.99480, 0.17613, 0.79767], [-0.54118, -0.46849, 1.56500], [-0.34339, -0.70133, -2.40597], [-1.38954, -0.76044, -1.02466], [-1.84629, 1.47404, -3.03391], [-3.12828, 1.08958, -1.04113], [-1.65404, -0.49859, -4.46076], [-3.34371, -0.03604, -4.28031], [-3.52090, -1.82542, -2.65245], [-2.00119, -2.33335, -3.08981], [1.30518, -0.73257, -4.15600], [1.51892, 0.30259, -5.62189], [0.55273, 0.87936, -4.28031], [-5.25020, -2.30640, 6.82388], [-4.24141, -3.36027, 7.24252], [-3.70261, -4.05914, 6.12284], [-6.06544, -2.76434, 6.26342], [-5.66646, -1.79447, 7.69282], [-4.78334, -1.56058, 6.17616], [-4.71371, -4.11140, 7.87344], [-3.42599, -2.90152, 7.81214], [-3.26702, -3.41454, 5.55783], [-6.47423, -3.65723, 3.30769], [-6.57971, -3.24806, 1.85041], [-5.40381, -3.58948, 1.11834], [-5.60978, -3.18504, 3.77456], [-7.37068, -3.37167, 3.86061], [-6.34388, -4.73797, 3.39936], [-6.69070, -2.16850, 1.76290], [-7.45032, -3.71869, 1.38153], [-5.29221, -4.54221, 1.17003]]}


Computed highest occupied orbital energy, in the same sequence as the records: -0.29143, -0.34274 hartree.